(1)
{
  "formula": "CHN3O3",
  "method": "wB97M-V/def2-TZVPD",
  "species": ["C", "O", "N", "O", "N", "O", "H", "N"],
  "positions_angstrom": [[-0.319, -1.688, -0.145], [3.793, 0.487, -0.266], [0.221, -0.930, 0.683], [1.751, -0.027, -0.603], [2.793, -0.037, 0.135], [2.779, -0.672, 1.220], [1.195, -0.922, 1.197], [-0.939, -2.338, -0.936]],
  "forces_ev_per_angstrom": [[-0.5, -1.2, -0.7], [-0.6, 0.4, -0.7], [1.6, 1.6, 0.4], [-1.3, 0.2, -0.3], [2.4, -1.2, 1.9], [-1.0, 0.6, -0.8], [-1.1, -1.0, -0.6], [0.6, 0.5, 0.6]],
  "gap_ev": [6.80, 7.68],
  "homo_energy_ev": [-11.38, -11.28],
  "de_lowest_kj_mol": 439.3,
  "e_lumo_ev": [-4.58, -3.60]
}



(2)
{
  "formula": "C3H5NOS2",
  "method": "wB97M-V/def2-TZVPD",
  "species": ["H", "H", "C", "N", "H", "S", "C", "H", "S", "H", "C", "O"],
  "positions_angstrom": [[3.468, -0.786, 0.042], [-2.507, 0.399, 1.368], [-1.445, 1.421, -0.219], [1.248, -0.820, 0.010], [-1.635, 2.379, 0.276], [-1.390, -1.191, -0.093], [0.123, -0.270, -0.005], [-3.298, 0.301, -0.215], [2.609, 0.224, 0.025], [-1.579, 1.566, -1.306], [-2.331, 0.304, 0.292], [-0.095, 1.077, 0.055]],
  "forces_ev_per_angstrom": [[0.3, -0.2, 0.0], [0.1, -0.1, -0.1], [-0.3, 0.5, -0.4], [0.4, 0.2, 0.0], [0.0, -0.2, 0.0], [0.0, 0.1, 0.0], [-0.4, 0.3, 0.0], [0.2, -0.1, 0.0], [-0.4, 0.0, 0.0], [0.1, -0.1, 0.3], [-0.3, 0.1, 0.2], [0.3, -0.4, 0.0]],
  "gap_ev": 8.94,
  "homo_energy_ev": -8.29,
  "de_lowest_kj_mol": 82.2,
  "smiles": "S/N=C1\\OCCS1",
  "e_lumo_ev": 0.66
}



(3)
{
  "formula": "C9H15ClFLaNO4",
  "method": "wB97M-V/def2-TZVPD",
  "species": ["H", "C", "H", "C", "O", "H", "C", "H", "O", "H", "H", "C", "H", "H", "H", "Cl", "H", "La", "H", "C", "O", "H", "C", "H", "H", "O", "C", "C", "F", "H", "C", "N"],
  "positions_angstrom": [[-0.438, -1.203, -1.528], [0.310, -1.374, 2.891], [-1.368, 3.568, -0.473], [-1.314, 2.538, -0.992], [2.335, -0.894, -0.976], [-2.928, 1.134, -0.079], [1.108, -1.873, 4.182], [0.325, -2.144, 4.977], [1.609, -0.008, -3.768], [-0.863, 0.883, 0.483], [0.776, -2.203, 0.791], [-2.828, 1.944, -0.876], [-0.598, -2.057, 2.719], [2.251, -1.869, 1.840], [-1.251, 0.184, -2.403], [-0.129, -1.828, -4.643], [1.798, -2.766, 3.956], [3.721, -2.699, -1.354], [-3.157, 1.467, -1.874], [-0.292, 1.519, -0.282], [1.425, -0.106, 0.993], [0.432, 2.167, 0.343], [0.543, -0.586, -3.461], [-3.545, 2.789, -0.557], [-1.748, 2.644, -2.952], [-0.967, 2.825, -2.381], [-0.226, -0.218, -2.081], [1.435, -0.105, -0.415], [1.845, -0.729, 4.677], [-0.038, -0.281, 2.946], [1.215, -1.452, 1.531], [0.564, 0.732, -1.233]],
  "forces_ev_per_angstrom": [[0.1, 1.3, -0.8], [0.2, -0.4, -0.9], [0.7, -1.9, -0.4], [-2.1, 0.2, -0.4], [0.3, -1.7, 0.0], [0.2, 1.1, -1.0], [-0.9, 1.3, 0.1], [1.4, 0.3, -1.1], [-4.0, -2.6, 1.6], [0.8, 0.6, -1.4], [0.2, 1.3, 0.6], [0.0, 0.2, 0.1], [1.3, 1.1, 0.3], [-1.2, 0.7, -0.4], [1.6, -0.1, 0.8], [0.4, 1.3, 1.9], [-0.9, 1.5, 0.5], [-1.7, 2.5, 0.2], [0.4, 0.9, 1.5], [-0.1, 2.6, 1.3], [-0.7, 0.0, -4.5], [-1.0, -1.1, -1.1], [3.2, 2.3, -1.1], [1.1, -1.4, -0.9], [0.6, 0.4, 0.6], [-0.5, -1.1, 1.0], [-0.8, -1.8, -2.4], [-0.8, 1.7, 0.7], [-0.8, -2.1, -1.0], [0.5, -1.7, 0.4], [0.8, -1.8, 1.8], [1.3, -3.5, 3.9]],
  "gap_ev": 3.18,
  "charge": 3,
  "homo_energy_ev": -18.11,
  "e_lumo_ev": -14.94
}



(4)
{
  "formula": "C10H6N2O3Zn",
  "method": "wB97M-V/def2-TZVPD",
  "species": ["H", "C", "N", "O", "C", "H", "H", "C", "H", "Zn", "C", "N", "C", "H", "H", "O", "C", "C", "O", "C", "C", "C"],
  "positions_angstrom": [[0.001, 1.811, 4.044], [-0.001, -0.011, 2.977], [-0.002, -1.854, 1.223], [2.487, -1.710, -3.468], [-0.001, -0.537, 1.678], [0.002, 2.254, -0.286], [-0.002, -2.735, -0.750], [-0.001, -1.862, -0.114], [-0.002, -2.662, 1.833], [0.000, -0.256, -2.412], [1.561, -1.174, -3.084], [0.000, -0.618, -0.534], [0.000, 0.271, 0.552], [0.003, 3.270, 2.032], [-0.001, -0.705, 3.794], [-2.488, -1.708, -3.470], [0.001, 1.684, 0.630], [0.001, 1.379, 3.058], [0.001, 2.602, -3.468], [-1.561, -1.172, -3.085], [0.002, 2.200, 1.929], [0.001, 1.533, -3.079]],
  "forces_ev_per_angstrom": [[0.0, 0.3, 0.1], [0.0, 0.3, -1.1], [0.0, -0.4, 0.3], [-2.9, 1.6, 1.3], [0.0, 0.1, 0.5], [0.0, 0.5, 0.2], [0.0, -0.1, 0.2], [0.0, 0.2, 1.5], [0.0, 0.0, -0.2], [0.0, 0.0, 1.7], [4.6, -2.6, -2.2], [0.0, 1.2, -1.3], [0.0, 0.0, -0.1], [0.0, 0.2, 0.2], [0.0, 0.2, 0.6], [2.9, 1.6, 1.3], [0.0, -1.4, 0.8], [0.0, -1.2, 0.5], [0.0, -3.4, 1.2], [-4.6, -2.6, -2.2], [0.0, 0.0, -1.5], [0.0, 5.5, -1.9]],
  "gap_ev": 6.76,
  "charge": 2,
  "homo_energy_ev": -15.73,
  "de_lowest_kj_mol": 0.0,
  "e_lumo_ev": -8.97
}



(5)
{
  "formula": "C2H6N4",
  "method": "wB97M-V/def2-TZVPD",
  "species": ["C", "N", "C", "N", "H", "H", "H", "H", "N", "N", "H", "H"],
  "positions_angstrom": [[0.469, 0.307, -0.002], [0.007, -1.883, 0.005], [-0.879, 0.239, 0.026], [-2.089, 0.510, 0.006], [1.241, 2.227, 0.339], [0.171, -2.868, -0.090], [1.906, -1.384, 0.269], [-2.578, 0.381, -0.902], [0.901, -1.071, -0.019], [1.368, 1.299, 0.066], [-2.763, 1.028, 0.806], [2.247, 1.214, -0.504]],
  "forces_ev_per_angstrom": [[4.8, -2.8, 1.0], [-6.1, -2.0, -0.2], [-3.4, 1.0, 0.1], [-2.1, 1.6, 1.3], [-1.1, 1.9, 0.6], [0.7, -0.7, 0.0], [-1.5, 1.2, -0.9], [-0.2, -0.3, 0.4], [6.6, 4.3, 0.6], [0.7, -2.3, -1.9], [2.3, -1.6, -2.0], [-0.7, -0.4, 1.0]],
  "gap_ev": [6.98, 7.54],
  "charge": 2,
  "homo_energy_ev": [-17.72, -20.61],
  "de_lowest_kj_mol": 0.0,
  "spin_multiplicity": 3,
  "s2": 2.028,
  "e_lumo_ev": [-10.74, -13.07]
}



(6)
{
  "formula": "C3H6O2",
  "method": "wB97M-V/def2-TZVPD",
  "species": ["H", "H", "H", "O", "H", "O", "C", "C", "H", "H", "C"],
  "positions_angstrom": [[0.134, -3.131, -1.493], [0.336, -1.412, -2.135], [-0.824, 1.525, 1.774], [-1.646, 1.909, 2.180], [2.748, -1.531, -1.296], [-1.011, 3.957, 1.488], [1.987, -2.272, -1.073], [0.857, -2.310, -1.669], [-2.947, 3.150, 0.976], [2.260, -3.014, -0.204], [-1.894, 3.130, 1.452]],
  "forces_ev_per_angstrom": [[0.5, 0.5, 0.1], [1.4, -1.3, -0.2], [-0.8, 0.6, 0.8], [-0.3, 0.6, -2.2], [-0.2, 0.3, 0.3], [-2.2, -0.8, -1.0], [3.5, -1.2, 3.0], [-4.8, 0.6, -1.0], [1.6, 0.2, 0.8], [-0.3, 1.1, -2.2], [1.8, -0.6, 1.6]],
  "gap_ev": 10.91,
  "homo_energy_ev": -10.30,
  "de_lowest_kj_mol": 242.5,
  "smiles": "O=CO.C=C",
  "e_lumo_ev": 0.61
}



(7)
{
  "formula": "C7H3CuF6N3O8S2",
  "method": "wB97M-V/def2-TZVPD",
  "species": ["O", "H", "N", "O", "C", "F", "O", "N", "O", "O", "C", "H", "Cu", "O", "C", "C", "H", "N", "O", "F", "C", "F", "O", "F", "S", "F", "F", "S", "C", "C"],
  "positions_angstrom": [[-4.199, -0.634, -0.617], [0.180, -3.623, 0.066], [2.269, 1.474, 0.172], [0.167, 2.788, 0.941], [-0.460, -2.687, 0.134], [0.600, 1.840, 3.625], [0.386, 1.393, -1.573], [0.027, -1.572, 0.635], [-2.755, 1.028, -0.528], [-4.048, -3.265, -0.447], [-1.918, -1.040, 0.100], [-4.190, -2.298, -0.524], [-1.312, 1.987, 0.088], [1.908, -0.525, -1.225], [-2.724, -3.477, -0.500], [-3.092, -0.190, -0.340], [0.971, -1.326, 0.783], [-0.803, -0.556, 0.640], [-2.312, -4.614, -0.671], [4.023, 1.466, -2.215], [1.540, 1.452, 2.791], [1.470, 0.111, 2.552], [2.393, 3.598, 1.496], [2.346, 1.178, -3.621], [1.582, 2.465, 1.149], [2.584, 3.029, -2.425], [2.735, 1.803, 3.300], [1.701, 0.900, -1.166], [2.711, 1.705, -2.464], [-1.784, -2.409, -0.154]],
  "forces_ev_per_angstrom": [[-0.3, -1.0, 0.1], [-1.3, 1.5, 0.0], [0.1, 0.2, 0.2], [0.9, 0.2, -0.1], [0.7, -2.2, 0.0], [-0.2, -0.3, -0.1], [1.2, -0.4, 0.6], [0.7, 0.3, 0.4], [-1.1, -0.1, 0.0], [1.0, -0.1, -0.4], [-1.1, -0.2, 0.4], [-0.4, 0.9, 0.2], [0.1, -0.4, 0.0], [0.5, 0.7, -0.1], [-0.6, -1.9, 0.2], [1.5, 1.8, 0.0], [1.1, -0.2, 0.3], [-1.2, 0.9, -0.8], [-0.1, 0.6, -0.1], [-0.4, -0.2, -0.6], [1.2, 0.5, -1.8], [0.1, 1.3, 0.7], [-0.2, -0.6, -0.4], [0.3, 0.5, -0.2], [-0.9, 0.6, 1.5], [-0.5, -0.2, -0.5], [-0.3, -1.1, 0.6], [-2.5, -0.3, -0.9], [1.3, -0.3, 1.3], [0.3, -0.4, -0.4]],
  "gap_ev": 8.49,
  "charge": -1,
  "homo_energy_ev": -5.75,
  "de_lowest_kj_mol": 19.7,
  "e_lumo_ev": 2.75
}



(8)
{
  "formula": "C3H4N6",
  "method": "wB97M-V/def2-TZVPD",
  "species": ["N", "C", "N", "H", "N", "H", "H", "N", "H", "C", "N", "N", "C"],
  "positions_angstrom": [[1.004, 0.901, -0.031], [2.322, -0.624, -0.100], [0.130, 2.061, 0.220], [3.364, -0.993, -0.166], [-1.145, 0.016, -0.172], [-2.234, -1.433, 1.048], [-2.141, -1.654, -0.677], [-2.179, -0.899, 0.024], [-1.868, 2.182, -0.204], [0.342, -0.330, 0.112], [2.254, 0.681, -0.025], [1.161, -1.361, 0.104], [-1.009, 1.452, -0.134]],
  "forces_ev_per_angstrom": [[-5.0, -1.0, 2.5], [2.5, -1.3, 1.3], [-0.3, -4.0, -3.2], [-1.1, -0.5, 0.1], [5.7, 0.4, 1.4], [0.7, 2.3, -3.3], [0.3, 0.8, 0.4], [-0.9, -1.2, 2.3], [0.6, -1.6, 0.1], [-2.8, 2.1, -1.8], [2.6, 0.6, -0.8], [0.0, 2.0, -1.1], [-2.1, 1.4, 2.2]],
  "gap_ev": 9.82,
  "homo_energy_ev": -9.41,
  "de_lowest_kj_mol": 284.0,
  "e_lumo_ev": 0.41
}